(1)
Molecular formula: C4H12N2
Method: DFT, the ωB97M-V functional and the def2-TZVPD basis

```
18
Properties=species:S:1:pos:R:3
C -1.67344 -0.08245 1.31356
N -0.24011 0.10754 1.48135
C 0.92212 -1.35028 -0.08068
C 0.59913 0.09471 0.30800
C -0.05037 0.80375 -0.85775
N 1.05126 1.21767 -1.78956
H -2.11643 -0.07928 2.30098
H -2.19556 0.70029 0.75545
H -1.96768 -1.05480 0.85755
H 0.06088 -0.07962 2.40891
H 0.04266 -1.87940 -0.43094
H 1.34624 -1.94379 0.75402
H 1.81062 -1.34736 -0.72040
H 1.55224 0.61640 0.52318
H -0.75340 0.23152 -1.46613
H -0.57021 1.70442 -0.54403
H 1.42868 0.45061 -2.32918
H 0.75337 1.89007 -2.48434
```

SMILES string = CN[C@@H](C)CN
Relative energy (zero: lowest compared OMol25 entry of this formula, charge and spin) = 101.5 kJ/mol
HOMO-LUMO gap = 9.19 eV

natural (NBO) atomic charge list, values in e, 8 entries: -0.413 -0.661 -0.634 -0.058 -0.227 -0.851 0.202 0.181

(2)
Molecular formula: C4H12N2
Method: DFT, the ωB97M-V functional and the def2-TZVPD basis

```
18
Properties=species:S:1:pos:R:3
C -1.19030 0.08927 0.60114
C -0.57624 0.53995 -0.73547
C -0.07771 -0.65539 -1.54485
N 1.31497 -0.53606 -2.05698
C -0.11164 -0.34349 1.60169
N 0.47512 0.88197 2.19893
H -1.88810 -0.72092 0.38149
H -1.73242 0.89350 1.08778
H 0.18352 1.30470 -0.55619
H -1.33697 1.09138 -1.29654
H -0.77456 -0.80767 -2.36261
H -0.05940 -1.55717 -0.94018
H 1.33229 -0.31983 -3.04338
H 1.76192 0.22409 -1.56236
H -0.54026 -0.91166 2.42424
H 0.64408 -0.92957 1.09841
H 1.16926 0.58783 2.88313
H 1.06004 1.33573 1.49982
```

SMILES string = NCCCCN
Relative energy (zero: lowest compared OMol25 entry of this formula, charge and spin) = 56.8 kJ/mol
HOMO-LUMO gap = 10.34 eV

natural (NBO) atomic charge list, values in e, 8 entries: -0.403 -0.419 -0.227 -0.837 -0.222 -0.830 0.200 0.217

(3)
Molecular formula: C4H12N2
Method: DFT, the ωB97M-V functional and the def2-TZVPD basis

```
18
Properties=species:S:1:pos:R:3
C -0.42865 2.22273 0.05558
C 0.40690 0.98681 -0.22551
C -0.49080 -0.25627 -0.11422
C 0.25508 -1.57119 -0.34068
N -0.58561 -2.75082 -0.50959
N 1.48775 0.81278 0.73871
H -0.93122 2.12784 1.01528
H 0.19517 3.11921 0.09224
H -1.20403 2.34939 -0.69490
H 0.78273 0.88264 -1.23620
H -1.31988 -0.24397 -0.83135
H -0.99364 -0.34476 0.85677
H 0.83494 -1.48692 -1.24142
H 0.94972 -1.78062 0.46893
H -1.55055 -2.56050 -0.74779
H -0.59688 -3.43406 0.23023
H 1.98602 1.66214 0.95061
H 1.20296 0.26555 1.53332
```

SMILES string = C[C@@H](N)CCN
Relative energy (zero: lowest compared OMol25 entry of this formula, charge and spin) = 44.1 kJ/mol
HOMO-LUMO gap = 10.04 eV

natural (NBO) atomic charge list, values in e, 8 entries: -0.612 -0.054 -0.406 -0.209 -0.854 -0.857 0.205 0.204

(4)
Molecular formula: C4H12N2
Method: DFT, the ωB97M-V functional and the def2-TZVPD basis

```
18
Properties=species:S:1:pos:R:3
C -2.19813 0.52097 -1.32774
C -1.16819 -0.62899 -1.17080
C 0.28177 -0.04693 -1.09808
N 1.06450 -0.58248 0.04315
C 1.42008 0.42693 1.05517
N 0.93917 0.22252 2.41626
H -2.24660 0.97304 -2.31852
H -2.16425 1.27302 -0.54528
H -3.17781 0.02559 -1.24184
H -1.48574 -1.11056 -0.24191
H -1.22369 -1.42621 -1.90931
H 0.19813 1.02889 -0.95403
H 0.65046 -0.28415 -2.09933
H 0.42664 -1.23477 0.46434
H 2.50230 0.53494 1.11503
H 1.04511 1.39749 0.71465
H 1.15758 -0.72923 2.65819
H -0.07964 0.27270 2.43361
```

SMILES string = CCCNCN
Relative energy (zero: lowest compared OMol25 entry of this formula, charge and spin) = 104.9 kJ/mol
HOMO-LUMO gap = 9.83 eV

natural (NBO) atomic charge list, values in e, 8 entries: -0.610 -0.409 -0.216 -0.642 -0.050 -0.818 0.208 0.206

(5)
Molecular formula: C4H12N2
Method: DFT, the ωB97M-V functional and the def2-TZVPD basis

```
18
Properties=species:S:1:pos:R:3
C 1.45290 -1.97929 0.42808
C 0.59187 -0.87305 1.06030
C -0.72705 -0.65995 0.38803
N -0.84496 -0.04651 -1.01881
C -0.33061 1.36031 -1.11492
N -0.43852 2.09605 0.15791
H 1.92503 -2.63911 1.18919
H 0.77999 -2.61960 -0.18357
H 2.24947 -1.52625 -0.18190
H 1.21048 0.01414 1.27788
H 0.35562 -1.16212 2.07688
H -1.31866 -1.56811 0.22815
H -1.35170 -0.07301 1.05440
H -0.09908 -0.60226 -1.44567
H -0.95841 1.84497 -1.88507
H 0.69764 1.39146 -1.51613
H 0.44165 2.18434 0.64718
H -0.83146 3.02370 0.13325
```

SMILES string = CCCNCN
Relative energy (zero: lowest compared OMol25 entry of this formula, charge and spin) = 115.2 kJ/mol
HOMO-LUMO gap = 9.89 eV

natural (NBO) atomic charge list, values in e, 8 entries: -0.620 -0.437 -0.242 -0.617 -0.063 -0.865 0.214 0.204

(6)
Molecular formula: C4H12N2
Method: DFT, the ωB97M-V functional and the def2-TZVPD basis

```
18
Properties=species:S:1:pos:R:3
C -0.09347 -2.14717 0.37285
C -0.55647 -1.27240 1.50221
N -1.73400 -0.51927 1.00994
H 0.74021 -1.59151 -0.14396
H 0.36837 -3.10586 0.66694
H -1.03219 -2.27240 -0.34352
H -1.01432 -1.79498 2.36038
H 0.34381 -0.73097 1.79436
H -1.55599 0.08547 0.13023
H -2.18819 0.19795 1.73107
C 1.37496 1.94385 -0.29111
C 0.16744 1.19630 -2.27599
N 0.12889 1.31963 -0.98961
H 2.35595 2.11825 -0.64629
H 1.44462 1.27683 0.64925
H 0.99268 2.86446 0.04507
H 1.07165 1.62588 -2.84751
H -0.81397 0.80597 -2.72432
```

SMILES string = C=NC.CCN
Relative energy (zero: lowest compared OMol25 entry of this formula, charge and spin) = 261.9 kJ/mol
HOMO-LUMO gap = 9.73 eV

natural (NBO) atomic charge list, values in e, 8 entries: -0.625 -0.226 -0.875 0.200 0.214 0.221 0.187 0.159

(7)
Molecular formula: C4H12N2
Method: DFT, the ωB97M-V functional and the def2-TZVPD basis

```
18
Properties=species:S:1:pos:R:3
C -1.63558 1.05417 -0.29562
C -2.18372 -0.35631 -0.32388
N -1.46642 -1.31131 0.53087
H -0.65316 1.13862 -0.76963
H -2.24510 1.71512 -0.92272
H -1.52746 1.46853 0.70786
H -3.22016 -0.38328 0.01413
H -2.10466 -0.70294 -1.35466
H -0.46487 -1.20676 0.39652
H -1.57499 -1.06440 1.51476
C 2.23751 1.14178 -0.03367
C 2.15857 -0.14335 -0.38017
N 1.65666 -1.17427 0.43243
H 1.81827 1.49443 0.90084
H 2.71367 1.85030 -0.69145
H 2.53456 -0.43216 -1.35402
H 1.83878 -1.04113 1.42799
H 2.11811 -2.04705 0.20042
```

SMILES string = C=CN.CCN
Relative energy (zero: lowest compared OMol25 entry of this formula, charge and spin) = 101.3 kJ/mol
HOMO-LUMO gap = 9.74 eV

natural (NBO) atomic charge list, values in e, 8 entries: -0.631 -0.217 -0.845 0.209 0.205 0.196 0.183 0.181

(8)
Molecular formula: C4H12N2
Method: DFT, the ωB97M-V functional and the def2-TZVPD basis

```
18
Properties=species:S:1:pos:R:3
C 1.94196 -0.53326 -0.22338
C 0.67563 0.37553 0.21670
C -0.61917 -0.39634 0.27285
C -1.91909 0.42890 -0.11499
H 3.72960 -0.21584 1.04668
H 2.95729 1.34777 -0.45000
H 1.82084 -0.98993 -1.16205
H 2.02465 -1.41015 0.47659
H 0.50322 1.15529 -0.66632
H 0.89801 0.82965 1.20830
H -0.61387 -0.82049 1.39527
H -0.45843 -1.25157 -0.40461
H -2.01853 1.17907 0.65088
H -1.67885 1.14928 -1.00118
H -3.98945 0.27490 0.07209
H -3.26124 -0.79448 -0.98698
N 3.21947 0.05864 -0.24017
N -3.21204 -0.38698 -0.08970
```

Relative energy (zero: lowest compared OMol25 entry of this formula, charge and spin) = 430.6 kJ/mol
HOMO-LUMO gap = 9.88 eV

natural (NBO) atomic charge list, values in e, 8 entries: -0.239 -0.412 -0.413 -0.227 0.329 0.343 0.182 0.180

(9)
Molecular formula: C4H12N2
Method: DFT, the ωB97M-V functional and the def2-TZVPD basis

```
18
Properties=species:S:1:pos:R:3
C -1.10241 -1.54980 -0.03707
C -0.23613 -0.47271 -0.71904
C -0.92608 0.09881 -1.95687
N -0.00631 0.56054 0.28488
C 1.15194 0.46510 1.16442
N 1.42457 1.72393 1.81318
H -0.99382 -2.50538 -0.54823
H -2.15772 -1.28159 -0.02580
H -0.83551 -1.72452 1.00733
H 0.65543 -0.95297 -1.14216
H -0.22574 0.58930 -2.63588
H -1.70032 0.83538 -1.73308
H -1.36297 -0.76316 -2.46074
H 0.09512 1.46357 -0.19877
H 2.04684 0.23121 0.56797
H 1.06147 -0.34916 1.89808
H 0.75071 1.94028 2.53444
H 2.36094 1.69120 2.18735
```

Multiplicity = 2
Total charge = +1
Relative energy (zero: lowest compared OMol25 entry of this formula, charge and spin) = 51.0 kJ/mol
HOMO-LUMO gap (spin up / spin down) = 11.85 / 6.23 eV

natural (NBO) atomic charge list, values in e, 8 entries: -0.616 -0.122 -0.632 -0.103 -0.122 -0.825 0.250 0.239

(10)
Molecular formula: C4H12N2
Method: DFT, the ωB97M-V functional and the def2-TZVPD basis

```
18
Properties=species:S:1:pos:R:3
C -0.41559 -1.14761 -1.41975
C -0.84394 -0.13325 -0.37756
C 0.21685 0.87308 0.03131
C 0.50299 2.16892 2.11120
N -0.28703 1.70374 1.08953
N 0.57951 -2.12346 -0.85083
H -1.25571 -1.74131 -1.78384
H 0.06164 -0.69098 -2.28427
H -1.76349 0.31892 -0.74748
H -1.15583 -0.67857 0.51630
H 1.08098 0.31445 0.44684
H 0.56599 1.51310 -0.77717
H 1.57475 2.15856 2.06178
H 0.05077 2.75310 2.90137
H -1.28322 1.78014 1.18477
H 1.30676 -1.63231 -0.32353
H 0.96110 -2.70191 -1.59600
H 0.10346 -2.73460 -0.18267
```

Multiplicity = 2
Total charge = +1
Relative energy (zero: lowest compared OMol25 entry of this formula, charge and spin) = 16.3 kJ/mol
HOMO-LUMO gap (spin up / spin down) = 5.34 / 9.78 eV

natural (NBO) atomic charge list, values in e, 8 entries: -0.216 -0.440 -0.211 -0.288 -0.591 -0.669 0.238 0.231

(11)
Molecular formula: C4H12N2O
Method: DFT, the ωB97M-V functional and the def2-TZVPD basis

```
19
Properties=species:S:1:pos:R:3
C 0.71203 -0.07426 1.90432
C 1.45423 -0.85535 -0.27032
N 0.31936 -0.43840 0.54647
H -0.81252 -1.08168 0.29829
H 1.07504 -0.95789 2.43506
H -0.14769 0.33944 2.42577
H 1.50284 0.68498 1.90036
H 1.11165 -1.26227 -1.22207
H 2.01408 -1.64153 0.24375
H 2.14160 -0.02553 -0.47318
C -0.30542 1.16581 -1.49984
C -0.75719 0.71821 -0.11707
N -1.81573 -0.63987 -0.31557
O -1.18180 1.52623 0.70386
H -2.03659 -0.94436 -1.25820
H -2.66456 -0.43226 0.19922
H 0.57788 1.79764 -1.39610
H -0.07909 0.34941 -2.18490
H -1.10810 1.77169 -1.91987
```

Relative energy (zero: lowest compared OMol25 entry of this formula, charge and spin) = 268.7 kJ/mol
HOMO-LUMO gap = 9.48 eV

natural (NBO) atomic charge list, values in e, 8 entries: -0.418 -0.413 -0.557 0.464 0.191 0.238 0.185 0.197

(12)
Molecular formula: C4H12N2O
Method: DFT, the ωB97M-V functional and the def2-TZVPD basis

```
19
Properties=species:S:1:pos:R:3
N 0.11728 1.00245 -1.25859
C 0.82114 -0.02504 -0.45830
C 1.66497 0.77765 0.52126
O 1.17269 2.05075 0.77700
C -0.07356 -0.86000 0.52647
N -1.08218 -1.59872 -0.30025
C -2.49531 -1.56522 0.15240
H 0.89992 1.57364 -1.68315
H -0.57306 0.59722 -2.04337
H 1.34554 -0.61328 -1.18607
H 2.71925 0.84444 0.10001
H 1.76953 0.08225 1.40291
H 1.38366 2.41120 1.70955
H 0.42531 -1.58475 1.14699
H -0.46650 -0.14454 1.30719
H -1.07787 -0.98656 -1.21092
H -2.60650 -0.47358 0.29006
H -3.18659 -1.84861 -0.65499
H -2.76336 -2.05385 1.06665
```

SMILES string = CNC[C@@H](N)CO
Relative energy (zero: lowest compared OMol25 entry of this formula, charge and spin) = 321.2 kJ/mol
HOMO-LUMO gap = 9.49 eV

natural (NBO) atomic charge list, values in e, 8 entries: -0.849 -0.092 -0.059 -0.720 -0.233 -0.619 -0.418 0.374

(13)
Molecular formula: C4H12N2O
Method: DFT, the ωB97M-V functional and the def2-TZVPD basis

```
19
Properties=species:S:1:pos:R:3
C 0.10363 -0.71388 -0.94410
C 1.52804 -0.18134 -1.04087
C 2.16797 0.34708 0.34946
O 2.05039 -0.55269 1.56641
N -0.86966 0.38157 -0.69680
C -2.10721 -0.14439 -0.05305
N -3.02875 0.83664 0.54274
H -0.22720 -1.30548 -1.82402
H 0.17310 -1.30694 -0.02151
H 1.55992 0.64294 -1.86989
H 2.23101 -0.96868 -1.48753
H 1.56555 1.16985 0.57806
H 3.17459 0.61400 0.19136
H 2.91775 -0.92367 1.64662
H -0.38875 0.83706 0.04935
H -2.73730 -0.73166 -0.87450
H -1.66083 -0.70783 0.81597
H -2.71448 0.99036 1.46661
H -3.16221 1.73915 0.00788
```

SMILES string = NCNCCCO
Relative energy (zero: lowest compared OMol25 entry of this formula, charge and spin) = 256.0 kJ/mol
HOMO-LUMO gap = 9.96 eV

natural (NBO) atomic charge list, values in e, 8 entries: -0.248 -0.434 -0.069 -0.731 -0.630 -0.051 -0.849 0.202